Entry 1:
Molecular formula: C42H63F20InNO12S
Method: DFT, ωB97M-V with the def2-TZVPD basis set

For the highest occupied orbital energy, the calculation gives -5.800 eV. The orbital gap is 7.6 eV. The calculation puts the maximum force at 6.09 eV/Å.

ORCA input file:
```
! RIJCOSX wB97M-V def2-TZVPD def2/J DEFGRID3
* xyz -1 1
H 0.52 -0.67 0.88
H 1.56 -1.67 11.41
H 0.57 -9.42 -4.68
O 0.19 4.25 -5.62
H 3.25 2.12 -3.78
H 5.73 1.75 -3.74
C 0.37 0.37 3.68
H 1.77 -9.25 -3.41
H -4.70 3.21 3.24
C -1.94 -5.82 0.47
F 4.53 7.25 -11.19
F -1.93 1.62 -6.68
H -4.39 1.04 7.80
H -4.86 -5.06 2.32
C -0.61 -7.20 -4.16
C -0.36 -3.35 7.68
H 5.11 2.20 -2.14
C -3.47 1.90 1.81
F 3.89 7.11 -13.25
H -1.32 2.30 2.59
In 0.95 2.26 0.37
H -2.98 -2.06 2.13
C -3.15 -1.64 5.96
H -1.26 -6.38 -0.26
F 2.45 -1.99 -5.89
C -1.55 -4.54 1.22
H -3.50 -2.47 6.69
C 3.95 6.43 -12.09
H 2.80 -7.30 -4.59
H -2.03 0.33 6.25
F 3.99 4.27 0.15
H -0.96 4.75 -3.17
O 0.51 5.23 1.88
S 1.44 4.69 0.80
O 0.43 -7.72 -3.47
H 1.68 -2.89 12.70
C 3.78 -1.05 -4.15
O -0.34 -2.89 10.00
H -1.83 2.46 -0.49
C 0.15 5.49 -4.88
C 0.13 -3.75 9.07
H -2.10 -1.99 5.62
O -2.06 4.11 -5.47
H -5.15 -1.35 4.95
H 3.23 0.85 1.41
C -4.05 -2.97 3.88
F 4.49 -1.48 -6.40
C 1.47 4.56 -10.07
O 3.66 0.25 -4.49
H 1.66 -7.48 -5.90
H 0.40 -0.62 4.25
H 2.83 -8.77 -5.59
H 2.59 0.21 3.75
H 2.16 -3.28 11.04
H 1.11 5.99 -5.07
H 0.05 6.16 -2.83
F 3.46 6.43 0.68
C -2.02 2.56 1.73
H -0.37 0.27 2.81
F 4.08 -3.20 -5.15
F -0.21 -2.03 7.44
C 1.22 -8.70 -4.17
H 1.70 -1.43 2.09
F -2.11 -6.84 -2.34
C -3.83 -5.08 1.85
C 5.09 1.43 -2.91
C -1.38 -6.21 -3.29
C -2.93 -0.23 6.70
C -4.23 2.16 3.23
C -2.81 -2.95 2.86
C 3.82 4.74 2.54
O 1.52 6.35 -12.06
F 4.88 5.68 2.80
C 3.67 1.19 -3.40
C -3.95 2.15 5.92
H 1.48 1.94 -1.34
O 2.70 5.05 -10.63
H -2.64 1.06 4.34
C 2.57 5.95 -11.62
H -1.81 -2.71 3.40
F -0.53 2.66 -7.95
C 1.82 0.91 3.24
H -3.22 2.75 6.59
C -0.83 2.39 -6.66
C 3.25 5.09 1.08
N -2.72 -4.17 1.99
H -5.12 1.43 3.23
H 3.02 0.85 -2.59
C 1.44 -2.73 11.65
H -0.09 1.14 4.40
O -0.89 -7.50 -5.29
C 2.19 -8.03 -5.12
H -0.64 6.14 -5.26
C -3.25 2.01 4.49
H -1.58 0.84 0.38
H -0.55 -4.00 1.18
H 2.22 -1.08 0.32
H 0.58 3.91 -11.94
F 0.30 -3.98 6.69
O 1.04 5.42 -0.48
C -1.00 3.67 -5.84
O 0.82 -4.70 9.31
C 3.70 -1.93 -5.39
H -4.11 2.40 0.99
H -0.68 -2.64 11.99
F 4.43 3.47 2.62
H 5.53 0.52 -2.51
F -2.24 -5.46 -4.00
H -4.02 -7.09 0.56
H -3.48 0.77 1.56
H 0.78 4.56 -3.04
H -2.67 -0.46 7.80
H -2.49 2.88 4.41
H 1.58 2.70 -11.16
C -3.40 -6.19 0.89
F 2.90 4.90 3.59
H -0.11 -4.25 11.57
H 1.98 1.97 3.62
H -3.69 -0.74 3.92
H -0.03 3.07 -10.51
C -4.20 0.76 6.69
C 1.63 -0.68 1.21
H -2.04 3.69 1.64
H -5.17 0.31 6.31
H -4.00 -3.87 4.58
O 3.89 -1.45 -3.02
F 4.81 5.41 -12.29
F -1.67 -3.63 7.51
C 2.11 0.81 1.66
F 0.17 1.61 -6.20
H -4.93 2.75 5.90
F -0.58 -5.35 -2.64
C 0.02 -3.19 11.36
H 1.72 4.12 -9.10
C -4.07 -1.55 4.64
C -1.29 1.95 0.39
H -5.01 -3.00 3.24
C 0.00 5.23 -3.39
H 0.77 5.38 -9.89
C 0.86 3.49 -10.97
*
```

Entry 2:
Molecular formula: C42H64BN9O2ReS3Si
Method: DFT, ωB97M-V with the def2-TZVPD basis set

For the highest occupied orbital energy (alpha / beta), the calculation gives -11.963 / -11.961 eV. The orbital gap (alpha / beta) is 4.7 / 5.3 eV. The calculation puts the maximum force at 2.08 eV/Å.

ORCA input file:
```
! RIJCOSX wB97M-V def2-TZVPD def2/J DEFGRID3
* xyz 2 2
C 0.90 -2.00 -4.06
N -0.93 -2.40 2.65
O -0.60 -2.60 0.43
C 1.26 2.21 4.17
C 4.23 1.23 -0.19
H 2.15 2.53 3.64
C 0.58 4.61 4.47
H 3.96 4.39 1.01
H 1.36 -3.49 -0.68
H 1.98 -1.52 1.71
N -4.21 -0.25 -0.35
C 1.17 -3.05 -1.66
H 1.30 -3.95 -4.88
C -5.02 0.71 0.20
H 5.97 0.53 1.66
H 0.09 -2.98 -1.80
C -0.95 -3.10 1.50
H 7.27 -2.73 4.08
N 0.43 2.71 -3.29
C -1.17 2.60 1.87
H 6.56 2.88 -2.01
H 1.56 4.86 4.09
H 1.23 5.14 -3.32
H -2.77 3.28 -3.21
H 2.84 1.79 -2.42
H -1.20 -2.79 3.55
H -6.33 -2.74 -1.20
C 1.72 3.22 -5.33
N -3.13 1.67 -0.39
H 3.43 -2.69 -0.99
H 5.73 4.77 -0.67
C 6.61 -2.33 3.33
H 1.12 4.85 2.02
H -1.95 3.43 4.63
O -1.39 -4.35 1.49
H -0.13 5.37 4.16
H -3.75 -2.04 1.53
C 5.23 1.46 -1.12
H 7.48 -0.38 3.37
C 4.78 -2.62 1.80
C 5.88 -0.50 1.96
Re 0.30 -0.56 -0.17
N -1.26 2.59 -1.88
H 4.01 -3.26 1.38
C 1.98 -0.58 1.15
H 0.96 1.23 3.79
C 1.77 3.10 -3.80
H 1.51 2.10 5.22
C -1.09 2.81 4.86
C 4.89 -1.30 1.38
H 1.21 4.12 -5.66
S 1.08 1.65 -0.80
C 5.30 3.78 -0.54
C -0.70 3.12 -3.94
C -3.05 0.35 -0.68
H 2.74 -3.03 -4.46
Si 3.63 -0.53 0.20
H -0.91 -5.10 3.38
C 3.15 -1.68 -1.31
H 5.61 0.64 -1.72
H 2.73 3.28 -5.71
H -3.55 -2.17 -2.21
H -2.73 -2.66 -0.71
C 6.73 -1.01 2.92
S -1.72 -0.34 -1.50
H -1.36 1.77 4.71
N -0.42 -1.09 2.58
N -1.18 3.05 0.60
C 1.75 -3.96 -2.75
H 3.75 -1.47 -2.18
C 0.34 4.19 1.73
H 2.42 -0.65 -3.36
C -0.24 4.05 0.52
H -1.13 -0.38 2.79
C 5.63 -3.14 2.77
H 5.52 -4.16 3.09
N -0.25 3.30 2.59
C 5.77 2.72 -1.30
C 1.73 -3.28 -4.13
H -2.73 3.81 -0.77
H -4.14 -3.55 -1.29
C 1.47 -1.05 -3.00
H -0.70 3.46 -4.95
H 0.38 -0.99 3.20
H 2.00 0.22 1.90
C -4.65 -1.66 -0.41
C -1.74 3.04 -3.07
H -6.00 0.50 0.58
C -4.36 1.88 0.17
H 3.83 2.58 -3.63
H 0.77 -0.22 -2.90
N 1.71 -1.68 -1.67
H 2.80 1.23 -4.11
C -3.69 -2.55 -1.21
H -5.00 -3.21 1.06
B -2.12 2.81 -0.59
H -5.46 -1.60 1.61
H -0.07 4.59 -0.39
C 0.05 2.35 -2.03
H 0.94 -1.48 -5.02
H 0.64 4.63 5.56
H 2.94 4.91 -3.64
C 2.07 4.46 -3.17
H 1.25 2.35 -5.77
C 4.31 3.57 0.40
H 2.26 4.35 -2.11
H -1.98 -6.06 2.33
C 2.87 2.10 -3.46
C -1.74 -5.05 2.67
H 3.01 2.15 1.31
H -4.67 2.85 0.50
H -2.62 -4.61 3.15
C 3.79 2.31 0.58
H 1.13 -4.86 -2.76
H -0.85 2.94 5.91
C -6.03 -1.70 -1.07
H -6.78 -1.20 -0.48
H -0.14 -2.23 -3.85
S -2.21 1.38 2.41
H -5.99 -1.24 -2.06
C -4.72 -2.16 1.04
H 2.77 -4.27 -2.50
C 0.12 3.22 4.01
*
```

Entry 3:
Molecular formula: C42H65CrN9OP
Method: DFT, ωB97M-V with the def2-TZVPD basis set

For the highest occupied orbital energy (alpha / beta), the calculation gives -7.123 / -8.292 eV. The orbital gap (alpha / beta) is 5.3 / 6.4 eV. The calculation puts the maximum force at 1.31 eV/Å.

ORCA input file:
```
! RIJCOSX wB97M-V def2-TZVPD def2/J DEFGRID3
* xyz 1 5
C 8.22 -0.33 5.70
H -4.22 0.11 -0.09
C -3.81 -0.34 -4.35
H -0.94 -0.51 -6.25
H 2.35 0.96 5.52
C 3.57 -0.92 2.10
H -3.30 -3.35 3.76
C 0.49 -1.94 -0.48
H 0.26 2.85 -2.63
C 3.24 -0.32 3.32
N -1.67 1.07 0.31
H -2.35 -2.03 4.44
H -4.59 -1.81 2.38
H 2.12 -0.05 -4.01
C -4.26 0.87 2.27
C 9.09 -1.04 3.57
C -4.38 3.78 -2.82
H 9.91 -1.31 2.93
C 1.04 -0.21 -4.00
H -4.35 -0.67 -5.23
H -1.11 4.42 -3.75
C 0.91 -0.26 2.66
C -3.17 3.86 -3.68
H 1.92 -2.85 -1.78
H -4.86 2.80 -2.92
H -3.81 2.98 2.18
H 11.89 -0.49 3.97
N -1.81 -2.51 2.48
C -2.19 2.16 1.14
H -2.56 -2.62 -4.36
C 6.71 -0.67 3.85
H -0.34 -2.25 -1.11
H 0.81 -0.83 -3.13
H -1.88 4.65 -2.16
P -1.55 1.04 -3.60
H 12.46 -1.17 5.52
C 1.91 0.07 3.63
H -2.10 -1.71 -0.85
C -2.03 4.71 -3.24
C 0.91 2.00 -2.83
H -4.08 0.71 -4.18
H -5.13 4.52 -3.12
H 11.48 -2.17 4.42
C -3.76 -2.51 -0.06
C 0.32 1.13 -3.95
H -4.12 2.89 -5.33
N -3.29 -0.17 2.59
C 2.58 -1.27 1.13
H 0.78 -0.76 -4.90
H -0.62 -0.03 -1.68
C 5.35 -0.64 3.37
H 1.05 1.44 -1.91
H 1.88 2.38 -3.14
H -0.05 1.72 5.81
N -0.42 0.07 2.89
Cr -1.59 -0.70 1.43
C -2.84 -2.39 3.52
H -2.86 1.77 -1.33
H -1.90 -4.59 2.10
H -4.27 2.29 0.65
H -1.56 2.18 2.03
H -4.18 -0.93 -3.51
H -1.78 -1.89 -2.96
H -0.93 -2.69 2.95
C -1.98 -3.64 1.55
C 0.25 1.14 4.96
H -4.06 -2.85 -1.05
C 2.84 -1.93 -0.05
N 4.35 -0.17 4.08
C -2.37 0.85 -0.97
H -1.14 -3.58 0.86
H -3.18 -4.58 0.11
N 0.17 -1.25 0.62
H -3.56 4.54 -5.67
C -2.00 -0.38 -6.04
H 1.55 1.96 -5.52
C -0.66 0.80 4.00
C 6.95 -0.32 5.19
N -2.80 -1.42 -0.17
H 5.49 -1.52 1.44
C 7.80 -1.03 3.06
C -2.29 -0.49 -4.54
C 11.64 -1.16 4.80
H -2.54 -1.17 -6.58
H -4.66 -2.09 0.40
O 10.52 -0.70 5.52
H -2.39 3.22 -5.57
C 1.23 -0.92 1.47
C -1.85 -1.86 -4.04
H -2.06 3.12 0.62
C -3.43 -0.23 -0.75
H -2.73 0.19 3.35
H 8.41 -0.06 6.73
H 0.00 1.37 -6.09
C -3.32 3.61 -5.14
H -3.89 -0.45 -1.72
H -0.88 -2.14 -4.45
H -1.68 1.16 4.15
H 3.85 -2.19 -0.34
H -4.10 -3.98 1.46
H -4.54 -1.14 4.01
H 6.11 -0.04 5.80
C 9.31 -0.70 4.91
H -4.14 3.96 -1.78
H 7.67 -1.29 2.02
H -2.20 5.77 -3.49
H -4.76 1.21 3.19
N 4.92 -1.11 2.15
C -3.92 -1.38 3.13
H -2.33 0.58 -6.43
N -1.47 0.41 -2.00
H 0.09 2.88 -5.20
H -5.05 0.43 1.66
C 1.59 0.74 4.79
C 0.50 1.88 -5.27
C -3.67 2.11 1.54
C -3.29 -3.72 0.77
C 1.76 -2.29 -0.87
H -0.71 1.33 0.09
*
```

Entry 4:
Molecular formula: C42H67BeN2OP2Si
Method: DFT, ωB97M-V with the def2-TZVPD basis set

For the highest occupied orbital energy, the calculation gives -9.638 eV. The orbital gap is 7.6 eV. The calculation puts the maximum force at 3.77 eV/Å.

ORCA input file:
```
! RIJCOSX wB97M-V def2-TZVPD def2/J DEFGRID3
* xyz 1 1
C 16.38 13.61 9.93
H 13.95 9.07 8.41
H 11.40 12.87 13.49
H 6.46 13.19 9.71
H 15.40 16.76 10.58
C 16.40 8.73 10.30
H 14.71 11.94 7.89
C 9.67 7.17 12.13
H 7.35 9.37 7.56
C 11.10 13.42 9.89
C 11.61 14.02 8.72
H 5.77 12.88 13.42
H 9.11 11.79 15.16
H 7.82 14.09 14.06
H 8.34 10.05 13.53
H 5.44 12.41 11.80
H 7.42 10.45 10.09
H 11.87 6.22 13.63
C 16.51 10.97 6.04
C 9.73 13.47 10.15
H 16.56 11.99 5.63
H 16.70 8.83 9.27
C 15.24 12.89 10.24
H 15.48 8.48 6.56
H 18.41 8.08 10.27
C 15.06 10.93 8.17
H 18.13 11.01 10.53
H 11.32 7.29 14.99
C 14.15 9.84 7.65
H 12.04 10.40 13.88
H 8.93 15.95 7.84
H 17.00 11.84 11.81
H 10.37 7.92 9.59
H 5.63 11.53 9.62
H 9.33 10.24 8.58
C 6.53 12.16 9.25
C 7.76 11.38 9.60
H 9.63 7.37 13.20
H 17.03 11.89 7.88
H 13.07 7.07 14.67
N 12.07 8.34 13.47
H 8.75 7.61 11.76
C 17.95 8.45 12.34
C 14.01 13.64 10.64
H 17.31 15.56 9.83
C 8.28 13.22 13.59
H 7.48 12.33 15.34
H 7.89 14.61 9.71
C 7.52 10.67 14.03
P 14.92 11.12 10.01
H 17.14 8.12 12.99
C 17.42 10.84 11.45
H 9.71 6.04 12.01
H 5.45 12.94 7.54
H 7.26 13.11 7.39
H 13.87 8.64 5.81
Si 12.38 12.75 11.09
H 5.50 10.48 13.44
H 12.73 13.97 13.37
H 13.13 10.22 7.46
C 8.18 12.01 14.55
H 17.35 6.89 10.92
C 16.16 10.11 10.99
C 11.95 13.54 12.80
C 6.38 10.86 12.98
H 5.62 10.55 6.99
H 12.41 9.38 15.27
C 6.14 12.30 12.58
H 15.65 9.85 4.47
H 7.22 13.91 11.77
C 14.66 9.20 6.34
H 10.79 6.16 10.04
C 6.42 12.45 7.74
C 8.60 10.98 8.34
C 7.51 12.95 12.21
C 7.77 10.33 7.24
O 12.57 9.18 11.36
H 12.57 13.83 8.25
H 12.08 7.25 9.81
H 11.31 14.38 12.57
H 18.86 7.92 12.70
H 13.21 15.68 10.94
C 8.94 14.44 9.42
C 9.53 15.20 8.37
C 17.55 7.98 10.94
H 7.19 10.08 14.88
H 14.53 11.03 5.09
H 11.23 15.57 7.23
C 6.51 11.17 6.88
Be 13.04 10.62 10.95
H 9.34 13.59 13.47
H 17.49 10.53 5.69
C 10.83 15.00 8.05
N 10.90 7.61 11.53
C 18.14 9.98 12.50
H 17.30 13.06 9.67
H 6.56 11.44 5.84
C 15.29 15.68 10.46
H 9.20 11.84 7.98
C 11.03 7.21 10.13
H 17.83 10.29 13.52
C 16.42 15.00 10.07
H 15.49 8.07 10.26
C 15.26 10.29 5.43
C 12.62 9.51 14.20
H 17.09 10.19 8.01
H 19.18 10.19 12.53
C 16.49 10.98 7.59
H 13.67 9.72 13.95
C 12.06 7.10 14.22
H 6.58 10.12 12.10
H 8.43 10.17 6.37
C 11.79 8.45 12.12
C 14.07 15.04 10.71
P 8.84 12.17 11.03
H 15.59 9.85 11.92
*
```

Results for energy above the lowest of the compared OMol25 structures with the same formula, charge and spin: 164.9, 22.8, 38.8, 0.0 (in kcal per mole, following the order of the records).